Here is a single C4H7N3 molecule from OMol25. Energies are from wB97M-V/def2-TZVPD.

The geometry in XYZ format:
```
14
Properties=species:S:1:pos:R:3:forces:R:3
C 1.89257 1.14082 -0.16808 0.400 -0.172 -0.035
N 1.44786 -0.27234 -0.25067 -0.180 0.172 -0.083
C 0.07721 -0.41989 -0.11764 -0.195 0.391 0.088
N -0.58421 0.72187 -0.03557 -0.217 0.015 0.144
N -1.82868 0.40442 0.29781 -0.530 -0.053 -0.138
C -2.02086 -0.92350 0.36798 -0.064 -0.014 -0.007
C -0.80587 -1.52503 0.09994 -0.022 0.131 0.067
H 2.34415 1.30183 0.81547 0.313 0.026 -0.222
H 2.57178 1.39481 -0.97945 0.306 -0.195 0.136
H 1.06941 1.86785 -0.22581 0.343 -0.712 -0.191
H 1.93591 -0.95151 -0.82214 -0.054 0.543 0.127
H -2.48277 1.16294 0.27066 -0.363 -0.232 0.233
H -2.98479 -1.30798 0.66184 0.083 -0.216 -0.171
H -0.63172 -2.59432 0.08566 0.181 0.317 0.053
```
Positions in Å, forces in eV/Å.

The SMILES is CNc1cc[nH]n1. Its charge is 0. The LUMO energy comes out at 1.1561 eV. Its spin multiplicity is 1. The electronic energy comes out at -320.84783 hartree.


Here is a molecular structure, C4H7N3 in a non-equilibrium geometry from OMol25. Energies are from wB97M-V/def2-TZVPD.

The geometry in XYZ format:
```
14
Properties=species:S:1:pos:R:3:forces:R:3
C -1.10917 -1.20963 1.63024 0.004 0.116 0.372
N -0.71601 -1.17537 0.25253 0.239 0.253 0.046
C 0.23612 -0.28027 -0.22085 -0.440 1.709 -0.224
N 0.79863 -0.56518 -1.33724 -0.621 0.186 0.325
N 1.13432 0.46519 -2.08883 0.245 1.438 1.321
C 0.97992 1.94050 -0.92782 0.376 -2.898 -1.348
C 0.40139 1.40971 0.13222 -0.082 -2.889 -1.293
H -0.20945 -1.01608 2.22154 -0.259 -0.038 0.176
H -1.87876 -0.45789 1.86932 0.149 -0.123 0.135
H -1.49628 -2.20259 1.90450 0.145 0.308 -0.105
H -1.40433 -1.51430 -0.41476 0.509 0.318 0.140
H 1.92400 0.09630 -2.66901 -0.276 1.511 0.640
H 1.29771 2.82125 -1.48235 -0.212 -0.272 0.702
H 0.04191 1.68835 1.13050 0.223 0.380 -0.887
```
Positions in Å, forces in eV/Å.

Its charge is 0. The LUMO energy comes out at 1.0790 eV. Its spin multiplicity is 1. The electronic energy comes out at -320.73560 hartree.


Here is a single C4H7N3 molecule in a non-equilibrium geometry from OMol25. Energies are from wB97M-V/def2-TZVPD.

The geometry in XYZ format:
```
14
Properties=species:S:1:pos:R:3:forces:R:3
C 2.02033 -0.66867 -0.00672 0.844 -2.585 1.054
C 0.85329 -1.31754 -0.15549 -0.891 -3.208 -1.123
C -0.12473 1.98289 0.07105 -2.360 0.357 -0.212
C -1.62643 -0.50643 -0.02739 -1.678 0.035 0.038
N 1.73836 0.62968 0.21591 1.118 1.517 0.106
N -0.19643 -0.36178 -0.19186 0.562 -1.916 0.242
N 0.42098 0.80227 0.08724 1.720 -0.470 -0.622
H 3.04353 -1.32154 0.10241 -2.557 2.627 -0.279
H 0.74022 -2.44850 -0.33122 -0.362 2.280 0.250
H -1.15033 2.08612 -0.27327 0.453 -0.042 0.209
H 0.46195 2.80115 0.33857 0.843 0.889 0.250
H -1.92784 0.43075 0.52415 -0.225 -0.935 -1.058
H -2.23874 -0.78631 -0.96455 1.260 1.402 0.873
H -2.01417 -1.32209 0.61117 1.271 0.048 0.272
```
Positions in Å, forces in eV/Å.

Its charge is 0. The LUMO energy comes out at 0.8699 eV. Its spin multiplicity is 1. The electronic energy comes out at -320.72155 hartree.